Entry 1:
CH4NO3P | ωB97M-V with the def2-TZVPD basis set

Last column: Mulliken charge in e.
CARTESIAN COORDINATES (ANGSTROEM)
P 0.2879 -1.1117 -1.7891  0.486
O 0.0770 1.3171 0.0225  -0.379
O -0.8440 -0.6806 -2.5806  -0.403
O -0.4165 -2.0717 -0.6435  -0.160
N 0.3822 -2.6831 0.3679  -0.457
C -0.0276 2.3983 -0.4748  -0.056
H 0.8432 2.9695 -0.8355  0.226
H -0.9987 2.9023 -0.6016  0.220
H 0.2169 -2.1442 1.2162  0.255
H -0.0214 -3.6092 0.4942  0.268

## Properties
Strongest force on any atom   1.74 eV/Å
Kohn-Sham gap   0.3689 Ha
LUMO energy   0.20 eV
DFT total energy   -662.27780 Eh
SMILES string   NOP=O.C=O
HOMO   -9.84 eV

---

Entry 2:
C35H36Cl2GeNOsP2Te | ωB97M-V with the def2-TZVPD basis set

Last column: Mulliken charge in e.
CARTESIAN COORDINATES (ANGSTROEM)
Os -2.0596 0.8915 -1.1101  1.744
Te 1.1247 2.1366 0.6738  0.325
Ge -0.6954 3.3250 -2.4203  0.607
Cl -4.8463 1.9060 -1.3099  -0.067
Cl -3.8527 -0.7294 -2.1357  -0.032
P -1.1842 -0.1619 0.6650  0.247
P 1.0269 -0.3116 -1.3864  0.259
N 3.5132 0.9216 4.8616  -0.590
C 3.5860 -0.6330 -0.2941  -0.378
C 5.6049 -0.3569 -1.5700  -0.577
C -1.8670 2.4608 -3.7726  -1.448
C 2.2090 1.1750 4.8595  -0.515
C -0.4898 -2.8422 1.1191  0.421
C -0.1702 -4.6195 -2.4605  -0.658
C 2.1591 1.5692 2.4995  0.145
C -2.2150 1.3710 4.8746  -0.562
C 1.0845 -4.3767 -1.9168  -0.684
C -1.3092 -0.3248 3.4344  -0.476
C 4.1573 1.0229 3.7039  -0.560
C 0.5981 -2.0186 -1.8316  0.259
C -1.2188 5.2059 -2.2645  -1.296
C 1.4950 1.5128 3.7172  -0.082
C -0.7906 -4.1761 1.3555  -0.765
C 2.8318 -0.2873 -1.4131  0.909
C -1.0891 2.5167 -0.6308  -1.285
C 1.1506 3.1323 -3.0240  -1.043
C 3.4731 0.0152 -2.6128  -0.557
C -2.8347 -2.3629 0.8775  -0.709
C 0.5261 0.1131 0.2491  -0.859
C -1.6272 0.1244 4.7054  -0.758
C -0.6324 -2.2666 -2.4302  0.015
C 4.8571 -0.0200 -2.6896  -0.750
C -5.3021 0.3086 -1.8827  -0.493
C -1.5776 0.4702 2.3184  0.788
C 1.4688 -3.0834 -1.6017  -0.556
C -2.1729 1.7156 2.4959  -0.127
C -1.5110 -1.9320 0.8704  0.424
C 3.5317 1.3424 2.5053  -0.355
C -1.0275 -3.5619 -2.7264  -0.642
C -2.4859 2.1664 3.7703  -0.745
C 4.9701 -0.6650 -0.3743  -0.847
C -2.1110 -4.6019 1.3570  -0.668
C -3.1344 -3.6931 1.1209  -0.795
H 0.4387 1.7397 3.7899  0.459
H -1.2745 -1.4311 -2.6885  0.327
H 1.7046 1.1083 5.8186  0.388
H -2.9300 2.5460 -3.5359  0.364
H 0.5415 -2.5087 1.1282  0.490
H -0.4709 -5.6323 -2.6968  0.421
H -5.8034 0.3903 -2.8380  0.375
H 6.6857 -0.3818 -1.6298  0.408
H 1.7657 -5.1987 -1.7343  0.443
H -2.9464 3.1375 3.9001  0.441
H 5.3520 0.2176 -3.6225  0.434
H 3.0902 -0.8760 0.6383  0.573
H -2.2604 5.2960 -1.9536  0.376
H -1.9928 -3.7452 -3.1822  0.451
H 2.8911 0.2786 -3.4884  0.385
H -2.3460 -5.6415 1.5477  0.420
H 1.3688 2.0911 -3.2581  0.110
H -1.6106 3.2580 -0.0192  0.670
H -2.4654 1.7218 5.8679  0.416
H -0.5974 5.7211 -1.5314  0.374
H -4.1660 -4.0217 1.1326  0.437
H -1.6200 1.4125 -3.9574  0.448
H -5.9059 -0.1831 -1.1324  0.365
H -3.6377 -1.6567 0.7048  0.431
H 2.4443 -2.9002 -1.1685  0.382
H 5.5527 -0.9348 0.4985  0.467
H -1.4158 -0.4989 5.5649  0.448
H -1.1038 5.7136 -3.2235  0.404
H 0.0097 -4.8813 1.5414  0.447
H -0.8481 -1.2956 3.3166  0.397
H 5.2277 0.8424 3.7315  0.379
H -2.3934 2.3330 1.6361  0.004
H 1.2821 3.7263 -3.9309  0.469
H 4.1172 1.4157 1.5977  0.533
H 1.8687 3.4742 -2.2793  0.361
H -1.7160 2.9854 -4.7200  0.438

## Properties
Total charge   +1
Strongest force on any atom   0.88 eV/Å
Kohn-Sham gap (spin up / spin down)   0.2425 / 0.2425 Ha
LUMO energy (spin up / spin down)   -2.63 / -3.79 eV
DFT total energy   -5448.34876 Eh
⟨S²⟩   6.034
HOMO (spin up / spin down)   -9.23 / -10.39 eV
Multiplicity   5

---

Entry 3:
C2H3BrOS | ωB97M-V with the def2-TZVPD basis set

Last column: Mulliken charge in e.
CARTESIAN COORDINATES (ANGSTROEM)
Br 2.5728 -0.9807 0.0840  -0.041
S 1.3292 1.7356 -0.0870  -0.240
O -1.3550 0.2883 0.7269  -0.487
C 1.1644 0.1780 -0.0589  0.191
C -0.6095 -0.5225 -0.1596  -0.349
H -1.4856 1.2536 0.3389  0.334
H -0.9003 -0.4277 -1.1348  0.297
H -0.7160 -1.5245 0.2905  0.295

## Properties
Strongest force on any atom   5.31 eV/Å
Kohn-Sham gap   0.3172 Ha
LUMO energy   -0.34 eV
DFT total energy   -3125.36482 Eh
HOMO   -8.97 eV

---

Entry 4:
C3H3Cl9 | ωB97M-V with the def2-TZVPD basis set

Last column: Mulliken charge in e.
CARTESIAN COORDINATES (ANGSTROEM)
Cl 6.6613 4.4199 2.7030  -0.139
Cl 5.0917 6.9753 7.8591  -0.097
Cl 4.6979 11.8939 4.3186  -0.125
Cl 2.9123 13.2596 6.1024  -0.122
Cl 8.7368 6.2668 3.5966  -0.103
Cl 7.9599 7.3147 8.0667  -0.083
Cl 6.9762 4.9647 5.5840  -0.097
Cl 6.5314 8.6247 5.8084  -0.091
Cl 4.7215 11.1325 7.1596  -0.097
C 6.4697 8.0402 7.5330  0.027
C 3.7329 11.7108 5.8139  0.054
C 7.1308 5.6275 3.9272  0.132
H 6.2901 8.9480 8.1091  0.256
H 6.3922 6.4249 3.8441  0.203
H 2.9549 10.9706 5.6269  0.281

## Properties
Strongest force on any atom   1.06 eV/Å
Kohn-Sham gap   0.4179 Ha
LUMO energy   0.35 eV
DFT total energy   -4257.81610 Eh
SMILES string   ClC(Cl)Cl.ClC(Cl)Cl.ClC(Cl)Cl
HOMO   -11.02 eV

---

Entry 5:
C29H41N3O8 | ωB97M-V with the def2-TZVPD basis set

Last column: Mulliken charge in e.
CARTESIAN COORDINATES (ANGSTROEM)
O 1.3751 -0.7379 -1.4548  -0.256
O -0.4532 -4.2714 -0.4119  -0.159
O 4.7923 1.7654 -0.7858  -0.351
O -1.0839 -5.4564 -2.0457  -0.241
O 1.9301 2.5620 -0.7918  -0.503
O -0.0951 -2.0769 3.6211  -0.489
O -0.0440 0.9193 -2.1368  -0.639
O -1.9300 -0.1666 -3.8935  -0.573
N -0.8042 -1.9457 0.1900  1.072
N -1.1821 -5.3790 -0.8789  0.011
N 3.3892 -1.6577 -0.8164  -0.514
C -0.9648 5.6136 -0.4926  -0.581
C -3.6851 0.9332 2.5036  -0.544
C -1.3555 -3.2344 0.1381  -1.540
C 0.2549 -1.8977 1.1813  -0.691
C -1.0991 -1.9092 -2.2496  -1.854
C -0.4269 3.7261 1.4828  0.008
C -1.0858 -1.2994 -3.6746  -0.464
C -4.4088 -0.1512 2.9695  -0.548
C -0.2250 4.4897 -0.7860  -0.611
C 0.3075 -1.1198 -4.3375  -1.242
C -1.4458 5.7862 0.7978  -0.491
C -0.1248 -1.1550 2.5204  0.640
C -3.0263 -0.2665 0.4849  -0.019
C 0.8755 2.3479 -0.2238  -0.580
C 0.2396 -0.0026 -1.0774  0.016
C 3.4617 0.2893 -2.2678  -0.654
C 1.5767 -1.0791 5.1418  -1.135
C -0.9115 -1.0315 -0.9540  1.427
C 5.4120 2.0142 -2.1816  -0.888
C -4.4650 -1.2751 2.1682  -1.051
C -3.7980 -1.3136 0.9623  0.329
C 4.8322 0.6766 -1.6358  0.137
C -2.2911 -0.2151 -0.8388  -1.256
C 0.3554 0.9541 0.1425  1.232
C 2.6912 -0.3853 -1.0919  -0.494
C -1.1723 4.8550 1.7711  -0.774
C -3.0209 0.8678 1.2991  -0.009
C 1.2035 -2.2153 4.1597  -0.219
C 0.0333 3.5466 0.1935  0.300
H -2.9869 -0.5569 -1.6132  0.741
H 1.9867 -0.2024 4.6289  0.279
H -4.9220 -0.0797 3.9245  0.395
H 6.3557 2.3083 -1.7195  0.411
H -0.3010 -2.6605 -2.2501  0.348
H 2.3524 -1.4811 5.8083  0.409
H 2.8837 0.2346 -0.2107  0.332
H -1.1460 -0.7638 2.4983  -0.707
H 3.0142 1.2356 -2.5797  0.113
H -1.5644 -3.5556 1.1719  0.509
H -0.2178 2.9980 2.2661  0.508
H 0.2955 -1.4940 -5.3703  0.436
H 3.6956 -0.4142 -3.0742  0.599
H -1.1442 6.3397 -1.2813  0.399
H -3.6019 1.8621 3.0673  0.422
H 4.0250 -1.9009 -1.5613  0.312
H 1.2270 -1.4949 0.8823  -0.298
H -3.8988 -2.2236 0.3716  0.358
H -2.4625 1.7421 0.9582  0.408
H 0.6285 -0.3775 2.7216  0.368
H -1.5404 5.0329 2.7801  0.429
H -0.5772 1.1030 0.6883  -0.462
H 1.0813 -1.6758 -3.8039  0.140
H -1.5320 -2.0867 -4.3109  0.828
H 4.7324 2.8382 -2.3970  0.278
H 1.0759 0.5567 0.8729  -0.067
H 1.2004 -3.1372 4.7577  0.456
H -2.3158 -3.3442 -0.3723  0.714
H 0.7187 -0.8274 5.7723  0.247
H -2.0205 6.6900 0.9894  0.386
H 5.5487 -0.1213 -1.4317  0.369
H -2.0869 -2.3814 -2.2079  0.731
H 0.4862 -2.9089 1.5384  1.034
H 3.8457 -1.6394 0.0838  0.243
H 0.7662 1.0743 -2.6327  0.683
H 0.5097 -0.0469 -4.4114  0.250
H 0.1805 4.3222 -1.7818  0.368
H -5.0408 -2.1217 2.5357  0.399
H 1.9927 -2.3387 3.4005  0.184
H -2.1450 0.8483 -1.0686  0.304
H -2.7298 -0.4561 -4.3401  0.342

## Properties
Strongest force on any atom   4.16 eV/Å
Kohn-Sham gap   0.3195 Ha
LUMO energy   0.16 eV
DFT total energy   -1895.54366 Eh
SMILES string   CCOCCN(CON=O)[C@](Cc1ccccc1)(C[C@H](C)O)[C@@](O)(CC(=O)c1ccccc1)O[C@@H](N)C[C@H]1CO1
HOMO   -8.54 eV

---

Entry 6:
C5H14 | ωB97M-V with the def2-TZVPD basis set

Last column: Mulliken charge in e.
CARTESIAN COORDINATES (ANGSTROEM)
C 0.6226 -0.7254 -0.5272  -1.063
C -0.7895 0.0239 2.3684  -0.440
C 0.9082 -1.0246 -1.9264  -0.211
C -1.4778 1.3525 2.4551  -0.811
C 0.8510 0.2173 -2.8277  -1.105
H 1.5108 -1.0171 0.1003  0.307
H 1.8902 -1.5863 -2.2163  0.258
H 1.8866 0.8299 -2.5633  0.212
H -1.7373 1.7199 1.3651  0.203
H 0.1787 -1.8039 -2.1945  0.258
H -0.1882 -0.1177 3.2597  0.299
H -0.0837 0.8574 -2.6669  0.282
H 0.4552 0.2857 -0.1946  0.364
H -1.0276 2.2143 2.9203  0.329
H -2.5188 1.1389 2.8534  0.252
H -1.4684 -0.8717 2.1006  0.257
H -0.1255 -1.4486 -0.1238  0.275
H 0.9917 -0.0079 -3.8698  0.386
H 0.1218 -0.0366 1.6874  -0.052

## Properties
Strongest force on any atom   4.44 eV/Å
Kohn-Sham gap   0.4281 Ha
LUMO energy   1.07 eV
DFT total energy   -198.82908 Eh
SMILES string   CCC.CC
HOMO   -10.58 eV